{"formula": "C33H67F3N2O9", "method": "ωB97M-V/def2-TZVPD", "total_energy_ha": -2383.278953, "smiles": "CCCCCCCCCCCCC[C@@H]1OC(=O)O[C@]1(COCC)COC(F)(F)F.COCCNCCOC.COCCNCCOC", "multiplicity": 1, "charge": 0, "elements": ["C", "C", "C", "C", "C", "C", "C", "C", "C", "C", "C", "C", "C", "C", "O", "C", "O", "O", "C", "C", "O", "C", "C", "C", "O", "C", "F", "F", "F", "H", "H", "H", "H", "H", "H", "H", "H", "H", "H", "H", "H", "H", "H", "H", "H", "H", "H", "H", "H", "H", "H", "H", "H", "H", "H", "H", "H", "H", "H", "H", "H", "H", "H", "H", "H", "H", "C", "O", "C", "C", "N", "C", "C", "O", "C", "H", "H", "H", "H", "H", "H", "H", "H", "H", "H", "H", "H", "H", "H", "H", "C", "O", "C", "C", "N", "C", "C", "O", "C", "H", "H", "H", "H", "H", "H", "H", "H", "H", "H", "H", "H", "H", "H", "H"], "xyz": [[-0.8233, -3.6692, 2.1143], [-1.5649, -2.2104, 2.2385], [-2.7976, -2.0396, 1.1291], [-2.2892, -2.3407, -0.4278], [-3.4606, -2.0809, -1.5470], [-3.1309, -2.7125, -3.0380], [-1.8364, -1.9083, -3.6783], [-2.2091, -0.3270, -4.0717], [-0.9676, 0.7008, -3.7174], [-1.4073, 1.8957, -2.6328], [-0.3147, 1.8133, -1.4136], [-0.0682, 3.2158, -0.6018], [1.5109, 3.3863, -0.1786], [2.1757, 2.0772, 0.5496], [2.1305, 1.9857, 2.0470], [2.8129, 0.6636, 2.2450], [2.5261, -0.2720, 3.1844], [3.8453, 0.5335, 1.1634], [3.8071, 1.7951, 0.3651], [4.3092, 1.7673, -1.1948], [4.0876, 0.4967, -1.9022], [4.8882, 0.4525, -3.1373], [3.9994, 0.2958, -4.5206], [4.8593, 2.7411, 1.2260], [5.7837, 1.9868, 2.0858], [7.0102, 1.5860, 1.3801], [7.8077, 2.7198, 0.8301], [7.8957, 0.9503, 2.4266], [6.7869, 0.4885, 0.3658], [-1.6096, -4.4999, 2.3637], [-0.3813, -3.8289, 1.0377], [0.0350, -3.7405, 2.9405], [-2.0307, -2.0156, 3.3178], [-0.7997, -1.3364, 2.0379], [-3.7064, -2.7522, 1.4181], [-3.2347, -0.9523, 1.1159], [-1.9549, -3.4705, -0.4485], [-1.3457, -1.6663, -0.5947], [-3.6560, -0.9041, -1.5893], [-4.4423, -2.5919, -1.1389], [-4.0804, -2.6103, -3.7416], [-2.9255, -3.8589, -2.9234], [-0.9663, -1.9821, -2.8961], [-1.4905, -2.5320, -4.6354], [-2.2907, -0.3322, -5.2614], [-3.2396, -0.0209, -3.6036], [-0.1099, 0.0199, -3.2421], [-0.4639, 1.1734, -4.6907], [-2.4587, 1.5469, -2.1912], [-1.4571, 2.9254, -3.1877], [-0.5648, 0.9910, -0.5920], [0.7387, 1.4942, -1.8756], [-0.7541, 3.3567, 0.3509], [-0.3347, 4.1297, -1.3190], [1.6081, 4.3200, 0.5576], [2.0804, 3.7278, -1.1704], [1.7504, 0.9963, 0.2737], [3.8158, 2.6135, -1.8770], [5.4762, 2.0184, -1.2133], [5.5741, 1.4068, -3.3032], [5.6228, -0.4686, -3.0970], [3.1223, -0.4751, -4.4450], [4.7491, -0.0426, -5.3797], [3.5836, 1.3511, -4.8707], [5.3846, 3.4416, 0.4350], [4.2665, 3.4816, 1.9512], [-0.9412, 9.4377, -2.3813], [0.2142, 9.9826, -1.7572], [-0.0939, 10.7299, -0.5733], [0.4791, 10.0244, 0.6648], [-0.2503, 8.7855, 0.9497], [0.3942, 7.9500, 1.9698], [1.7653, 7.3416, 1.6152], [1.7098, 6.3717, 0.5681], [1.8136, 6.9134, -0.7410], [-0.6319, 8.9782, -3.3246], [-1.3886, 8.6606, -1.7532], [-1.6741, 10.2175, -2.5967], [-1.1708, 10.9124, -0.4682], [0.3951, 11.7043, -0.6793], [0.4058, 10.6945, 1.5280], [1.5384, 9.8210, 0.4736], [-0.3288, 8.2410, 0.0937], [-0.2972, 7.1251, 2.1787], [0.4833, 8.5254, 2.8992], [2.1140, 6.8009, 2.5027], [2.5251, 8.1021, 1.4103], [2.4307, 7.8151, -0.7750], [0.8190, 7.1165, -1.1425], [2.2733, 6.1582, -1.3852], [-0.5535, -10.7268, 2.8583], [-1.7909, -11.0270, 2.2256], [-2.8336, -11.3324, 3.1608], [-3.9220, -10.2496, 3.1157], [-3.4344, -8.9888, 3.6819], [-4.3402, -7.8570, 3.4530], [-4.5385, -7.4005, 1.9942], [-3.3651, -6.8403, 1.4031], [-2.5003, -7.7913, 0.7982], [0.2060, -10.6114, 2.0795], [-0.6218, -9.7845, 3.4115], [-0.2491, -11.5352, 3.5257], [-2.4482, -11.4712, 4.1788], [-3.2728, -12.2844, 2.8437], [-4.7930, -10.5898, 3.6858], [-4.2219, -10.1201, 2.0701], [-2.5322, -8.7648, 3.2681], [-3.9309, -7.0114, 4.0185], [-5.3170, -8.0853, 3.8964], [-5.2781, -6.5916, 2.0103], [-4.9655, -8.1840, 1.3604], [-3.0397, -8.6503, 0.3905], [-1.7451, -8.1200, 1.5145], [-1.9726, -7.2963, -0.0223]], "forces_ev_per_a": [[-0.198, 0.425, 0.860], [-0.546, 0.566, -0.570], [-0.106, -0.181, -0.473], [-0.166, -0.462, 0.823], [-0.175, -0.086, 0.469], [0.026, 0.850, 0.435], [-0.573, -0.851, -0.125], [0.941, -0.814, -1.358], [0.195, -0.321, 0.296], [0.301, -1.996, 0.251], [0.814, 0.536, 0.451], [0.086, 0.510, -0.165], [-0.234, 0.804, 0.789], [1.445, -1.023, -0.771], [1.194, -3.395, -0.570], [-0.878, -2.962, 2.771], [2.265, 7.027, -6.919], [-2.800, 0.641, 1.790], [-0.541, 0.174, 0.685], [1.093, -0.030, -0.735], [1.187, 1.657, -0.350], [0.651, -0.461, -1.594], [0.444, 0.590, -0.260], [-1.636, 2.399, -0.987], [3.209, -0.232, -3.708], [1.029, -1.470, 1.977], [-2.951, -3.962, 1.353], [-3.081, 2.297, -3.732], [0.860, 4.253, 3.059], [1.492, 1.432, -0.666], [-0.823, 0.301, 2.265], [-1.790, 0.170, -1.980], [1.124, -0.628, -2.292], [-1.379, -1.782, 0.431], [2.000, 1.350, -0.698], [0.926, -1.900, 0.314], [-0.616, 2.231, -0.209], [-1.723, -1.265, 0.110], [0.343, -2.558, -0.076], [1.865, 1.076, -0.795], [1.979, -0.074, 1.454], [-0.194, 2.161, -0.195], [-1.626, 0.333, -1.485], [-0.652, 1.598, 1.975], [-0.247, 0.095, 2.605], [2.125, -0.482, -0.888], [-1.849, 1.610, -0.870], [-1.347, -0.977, 2.058], [2.150, 1.200, -1.067], [0.078, -1.898, 1.382], [0.246, 1.532, -2.033], [-2.233, 0.733, 0.901], [1.371, -0.555, -1.959], [0.652, -1.909, 1.506], [-0.167, -2.190, -1.587], [-0.910, -1.260, 2.244], [0.495, 2.730, -0.378], [0.719, -1.476, 1.975], [-2.428, -0.676, 0.202], [-1.505, -1.828, 0.662], [-1.555, 1.752, 0.214], [1.773, 1.488, 0.013], [-1.600, 0.601, 1.882], [0.681, -2.257, 0.879], [-0.585, -1.485, 1.823], [1.326, -1.970, -1.465], [0.413, -0.122, -0.039], [-0.535, 0.036, 0.162], [0.618, -0.064, 0.247], [-0.478, -0.172, -0.499], [0.285, 0.083, 0.064], [-0.113, -0.187, -0.386], [-0.320, -0.214, 0.526], [0.242, 0.756, 0.134], [-0.111, -0.398, -0.062], [0.043, 0.117, 0.152], [-0.203, 0.070, -0.039], [-0.105, -0.025, 0.025], [0.113, -0.225, -0.031], [-0.033, -0.057, 0.041], [-0.012, -0.078, -0.031], [0.120, 0.244, -0.035], [-0.007, 0.181, 0.203], [0.176, 0.030, 0.032], [0.073, 0.005, -0.133], [-0.044, -0.007, -0.104], [-0.067, 0.025, -0.212], [-0.111, 0.010, 0.064], [0.061, 0.214, -0.145], [0.008, 0.022, 0.121], [-0.133, 0.118, -0.398], [0.109, -0.009, 0.563], [-0.473, 0.161, -0.448], [0.701, 0.015, 0.151], [-0.212, -0.087, -0.177], [0.407, 0.052, -0.125], [-0.043, 0.448, 0.406], [-0.396, -0.468, -0.025], [0.187, 0.415, -0.007], [-0.184, -0.053, 0.054], [0.113, -0.085, 0.161], [0.037, 0.024, 0.102], [0.039, 0.202, -0.146], [-0.004, 0.060, 0.036], [0.049, 0.058, -0.011], [-0.097, -0.238, -0.078], [-0.227, -0.092, 0.113], [-0.114, -0.020, -0.139], [0.062, -0.061, -0.110], [0.107, -0.028, -0.011], [0.182, -0.116, -0.034], [-0.009, -0.015, 0.123], [0.037, -0.255, -0.079], [-0.122, 0.024, 0.079]]}